1.
DFT (wB97M-V/def2-TZVPD) results for C15H28CrF3N5S as an isolated structure in a non-equilibrium geometry.

Structure (ORCA input):
```
! wB97M-V def2-TZVPD RIJCOSX def2/J DEFGRID3
* xyz 3 2
Cr -0.543 1.069 -0.860
S -1.041 -1.305 1.448
F -0.265 -1.513 -2.291
F -1.450 0.130 -3.054
F -2.216 -1.126 -1.462
N -3.322 -2.623 1.173
N 1.523 -2.434 -0.380
N 1.096 1.087 -2.210
N 0.913 0.975 0.705
N -2.425 -2.612 3.287
C -3.037 1.707 -1.047
C -2.366 -2.257 2.021
C 2.866 -0.657 0.749
C 2.819 -0.782 -1.844
C -1.105 -0.527 -1.903
C -1.463 3.487 -1.507
C 2.741 -1.538 -0.502
C 2.521 0.730 -1.893
C -2.641 1.690 0.295
C -1.653 2.582 0.732
C 2.964 1.446 -0.627
C 2.404 0.800 0.631
C -1.468 -2.242 4.324
C -2.455 2.606 -1.943
C -1.061 3.478 -0.170
H 2.353 -1.135 1.590
H 2.223 -1.300 -2.598
H 3.571 -2.244 -0.496
H -2.822 2.662 -2.960
H 0.670 -1.955 -0.055
H -3.199 -3.193 3.581
H 2.833 1.323 1.489
H 1.716 -3.170 0.304
H 4.053 1.411 -0.569
H 0.567 0.349 1.441
H -1.063 4.229 -2.187
H 2.691 2.504 -0.675
H 1.123 2.077 -2.466
H -1.798 -2.664 5.269
H 0.779 1.911 1.086
H 1.317 -2.901 -1.264
H -3.279 -2.383 0.199
H -3.859 1.083 -1.374
H -0.372 4.233 0.191
H -1.445 2.665 1.792
H -3.174 1.081 1.012
H -1.410 -1.159 4.423
H -4.097 -3.203 1.464
H -0.478 -2.632 4.093
H 3.921 -0.615 1.019
H 3.123 1.115 -2.719
H 3.854 -0.876 -2.175
H 0.866 0.615 -3.085
*
```

Properties
HOMO (alpha / beta) = -18.044 / -18.102 eV
<S²> = 0.77
energy relative to the best compared isomer or geometry (same formula, charge and spin) = 0.423 eV
LUMO (alpha / beta) = -11.368 / -10.697 eV
total energy = -2603.426698 hartree

***

2.
DFT (wB97M-V/def2-TZVPD) results for C15H28F2O8S as an isolated structure in a non-equilibrium geometry.

Structure (ORCA input):
```
! wB97M-V def2-TZVPD RIJCOSX def2/J DEFGRID3
* xyz 0 1
S -1.304 -4.037 -1.035
F 2.452 0.541 0.387
F 1.086 -3.267 2.499
O -3.627 2.676 1.191
O 0.017 -3.271 -0.608
O -2.160 -3.257 -1.833
O -1.940 -4.036 0.424
O 4.054 0.570 -4.020
O -0.967 -5.297 -1.520
O -2.334 1.579 -0.200
O 4.055 1.909 -2.282
C 4.650 2.409 -1.080
C 0.263 0.210 -0.461
C -3.432 1.722 0.263
C 1.720 -0.201 -0.533
C -4.920 3.049 1.677
C -4.571 0.799 -0.113
C -1.602 -2.735 0.995
C -5.379 2.152 2.807
C 6.167 0.827 -2.974
C -1.299 -3.006 2.463
C -0.428 -2.158 0.206
C -0.125 -3.907 2.712
C 4.681 1.067 -3.126
C 5.498 3.638 -1.339
C -0.712 -0.940 -0.689
H -1.721 -0.592 -0.569
H 0.075 0.669 0.498
H 6.377 -0.194 -3.279
H 3.813 2.669 -0.436
H 1.880 -1.254 -0.340
H -4.802 4.068 2.041
H -2.176 -3.467 2.890
H 6.537 0.946 -1.959
H -5.559 1.237 0.003
H 5.888 4.034 -0.401
H 2.115 -0.012 -1.523
H -1.154 -2.045 2.941
H 5.202 1.621 -0.567
H 6.700 1.510 -3.634
H 4.902 4.409 -1.825
H 0.279 -1.808 0.940
H 6.340 3.417 -1.996
H -4.647 2.161 3.614
H -5.491 1.118 2.481
H -0.201 -4.813 2.125
H -0.646 -1.271 -1.712
H -6.337 2.494 3.199
H 0.066 0.944 -1.223
H -4.457 0.529 -1.160
H -2.531 -2.179 0.978
H -0.150 -4.208 3.754
H -4.506 -0.105 0.492
H -5.641 3.090 0.860
*
```

Properties
HOMO = -10.105 eV
energy relative to the best compared isomer or geometry (same formula, charge and spin) = 0.549 eV
LUMO = 0.350 eV
total energy = -1788.160591 hartree

***

3.
DFT (wB97M-V/def2-TZVPD) results for C15H28LiN4O5P2S as an isolated structure.

Structure (ORCA input):
```
! wB97M-V def2-TZVPD RIJCOSX def2/J DEFGRID3
* xyz -1 1
S 0.895 -2.685 1.944
P 0.256 0.961 -0.327
P -1.814 -0.964 -1.116
O 2.665 -2.822 -0.675
O 4.873 -2.634 -0.438
O -0.872 -2.076 -0.966
O 1.243 -0.026 -0.792
O -1.251 0.490 -0.718
N -3.155 -1.057 -0.173
N 0.131 1.338 1.256
N 0.472 2.402 -1.092
N -2.289 -0.817 -2.697
C -3.930 0.049 0.347
C -3.733 -2.375 0.049
C 1.169 2.439 -2.369
C -0.429 3.512 -0.857
C 3.688 -0.505 3.835
C 3.548 -1.784 1.331
C -3.290 0.164 -3.064
C 3.706 -2.468 -0.054
C 4.657 -1.032 1.723
C -1.300 -1.070 -3.737
C 4.744 -0.377 2.941
C 2.575 -1.238 3.470
C 1.411 1.778 1.842
C 2.443 -1.873 2.214
C -0.690 0.558 2.189
Li 1.038 -1.990 -0.341
H 1.773 3.348 -2.423
H -3.938 -2.508 1.114
H 0.463 2.444 -3.209
H 5.629 0.193 3.199
H 1.818 1.571 -2.450
H -1.618 0.266 1.703
H -1.243 3.538 -1.593
H 3.724 -0.036 4.814
H -4.925 0.087 -0.113
H -3.021 -3.141 -0.252
H -4.063 -0.065 1.427
H 1.936 2.418 1.134
H -4.029 0.269 -2.272
H -0.181 -0.357 2.510
H 1.750 -1.343 4.165
H -0.536 -1.744 -3.358
H -0.925 1.199 3.043
H -0.819 -0.141 -4.068
H -1.787 -1.533 -4.599
H -0.859 3.431 0.140
H -3.810 -0.164 -3.968
H 2.044 0.929 2.102
H -3.421 0.992 0.163
H 5.479 -1.009 1.018
H 1.193 2.356 2.742
H 0.118 4.456 -0.921
H -4.666 -2.501 -0.511
H -2.849 1.150 -3.262
*
```

Properties
HOMO = -3.055 eV
LUMO = 2.131 eV
total energy = -2272.373118 hartree

***

4.
DFT (wB97M-V/def2-TZVPD) results for a 2-piece molecular cluster, C15H28N2O9 overall in a non-equilibrium geometry.

Structure (ORCA input):
```
! wB97M-V def2-TZVPD RIJCOSX def2/J DEFGRID3
* xyz 0 1
O -4.463 -1.456 1.010
O 3.430 4.072 -0.969
O -7.124 -1.513 1.785
O -5.503 -3.977 -0.246
O 0.240 0.503 0.221
O -7.773 -1.382 -0.381
O -2.346 -1.391 1.752
O -3.498 -4.082 -2.079
O -1.431 -2.698 -0.698
N 3.218 2.612 0.737
N 0.645 1.723 1.994
C 4.669 4.523 1.002
C 3.759 0.854 -2.670
C 2.345 1.633 0.072
C -3.111 -1.436 0.558
C -2.788 -2.716 -0.223
C -6.882 -1.481 0.450
C -5.207 -2.764 -0.950
C 5.154 -0.708 -1.348
C -5.432 -1.516 -0.065
C 1.017 1.263 0.789
C 1.285 2.672 2.905
C -3.745 -2.837 -1.414
C 4.307 0.563 -1.271
C 3.179 0.370 -0.237
C 3.709 3.712 0.165
H 4.179 4.838 1.921
H -0.855 -2.286 -0.021
H -8.088 -1.505 1.865
H 4.976 5.400 0.433
H -2.909 -0.557 -0.067
H 3.066 0.071 -2.977
H 4.580 0.912 -3.384
H 3.517 2.405 1.674
H 4.540 -1.548 -1.673
H -2.854 -1.867 2.430
H -5.852 -2.697 -1.835
H 5.970 -0.565 -2.056
H 5.578 -0.930 -0.368
H 3.245 1.815 -2.676
H -5.128 -4.719 -0.761
H -5.304 -0.626 -0.687
H -3.551 -2.013 -2.109
H 4.959 1.381 -0.964
H 2.234 2.273 3.264
H 2.515 -0.410 -0.612
H 0.633 2.843 3.764
H -2.535 -4.155 -2.230
H 3.611 0.009 0.697
H 1.443 3.629 2.402
H 5.542 3.914 1.229
H -2.930 -3.573 0.445
H 2.019 2.058 -0.878
H -0.253 1.361 2.283
*
```

Properties
HOMO = -9.600 eV
structure (SMILES) = O=C(O)[C@H]1O[C@@H](O)[C@H](O)[C@@H](O)[C@H]1O.CNC(=O)[C@H](CC(C)C)NC(C)=O
LUMO = 0.412 eV
total energy = -1375.074830 hartree

***

Q: Which formula does entry 1 have?
A: C15H28CrF3N5S

***

Q: The lowest total energy belongs to which entry?
A: C15H28CrF3N5S